No. 1
Below is an isolated molecule of C4H4N2, with properties calculated with ωB97M-V with the def2-TZVPD basis set.

Atoms and positions in Å:
C  0.262931  -1.344572  -0.808744
C  0.213372  -0.179726  0.011274
C  0.377355  0.342780  1.319397
N  -0.298507  1.395234  1.404725
N  -1.009734  1.686733  0.276977
C  -0.285623  0.937329  -0.636785
H  0.549216  -2.286109  -0.305571
H  -0.029618  -1.485740  -1.721495
H  0.967021  0.028687  2.078257
H  -0.746413  0.905384  -1.618035

Atoms 1-2, force components in eV/Å:
C 2.318 1.713 9.434
C 2.352 -4.306 -4.546

Properties
structure (SMILES)	C=C1C=NN=C1
electronic energy	-264.169861	Ha
net charge	0
E_LUMO	-0.049	hartree
2S+1	1
frontier orbital gap	8.027	eV
E_HOMO	-0.3442	hartree

No. 2
Below is an isolated molecule of C4H4N2, with properties calculated with ωB97M-V with the def2-TZVPD basis set.

Atoms and positions in Å:
C  0.470295  -0.014274  -1.153377
C  -0.473538  -0.893016  -0.625983
N  -0.871619  -0.951158  0.643270
C  -0.381266  0.032226  1.378974
N  0.174838  1.161317  0.914572
C  0.584719  1.181989  -0.339928
H  1.006607  -1.047895  -1.235046
H  -0.851069  -1.617146  -1.348798
H  -0.528689  -0.041001  2.449753
H  0.869722  2.188957  -0.683436

Atoms 1-2, force components in eV/Å:
C 0.143 -1.061 0.853
C -1.078 0.068 0.480

Properties
structure (SMILES)	c1cncnc1
electronic energy	-264.212991	Ha
net charge	0
E_LUMO	-0.006	hartree
2S+1	1
frontier orbital gap	9.139	eV
E_HOMO	-0.3420	hartree

No. 3
Below is an isolated molecule of C4H4N2, with properties calculated with ωB97M-V with the def2-TZVPD basis set.

Atoms and positions in Å:
C  0.147225  -0.586418  -1.169495
C  1.012777  -0.792849  -0.125871
N  0.765910  -0.352893  1.065401
C  -0.197606  0.579390  1.195811
C  -0.932710  0.854209  0.093288
N  -0.798518  0.288632  -1.082172
H  0.192823  -1.210849  -2.043481
H  1.929738  -1.455834  -0.140653
H  -0.506473  1.071475  2.101554
H  -1.565949  1.719039  0.237570

Atoms 1-2, force components in eV/Å:
C 0.703 -0.986 -0.908
C 1.889 -2.304 0.524

Properties
structure (SMILES)	c1cnccn1
electronic energy	-264.300735	Ha
net charge	0
E_LUMO	0.021	hartree
2S+1	1
frontier orbital gap	10.118	eV
E_HOMO	-0.3506	hartree

No. 4
Below is an isolated molecule of C4H4N2O, with properties calculated with ωB97M-V with the def2-TZVPD basis set.

Atoms and positions in Å:
O  -1.513618  1.459535  -1.730633
C  -0.773474  0.899817  -0.947854
C  -0.323421  -0.490262  -1.132671
C  0.289435  -1.137225  -0.128327
N  0.576602  -0.459761  1.036955
C  0.308804  0.879062  1.108471
N  -0.297103  1.563283  0.209230
H  -0.546834  -0.979122  -2.073811
H  0.591363  -2.178927  -0.165045
H  1.022033  -0.927471  1.810157
H  0.666214  1.371072  2.013528

Atoms 1-2, force components in eV/Å:
O 0.271 -0.146 0.212
C -0.089 0.044 -0.132

Properties
structure (SMILES)	O=c1cc[nH]cn1
electronic energy	-339.575234	Ha
net charge	0
E_LUMO	0.013	hartree
2S+1	1
frontier orbital gap	9.677	eV
E_HOMO	-0.3425	hartree

No. 5
Below is an isolated molecule of C4H4N2O, with properties calculated with ωB97M-V with the def2-TZVPD basis set.

Atoms and positions in Å:
O  -2.188949  -1.440266  0.082506
C  -1.831763  -0.279937  0.005590
C  -0.430200  0.104011  -0.009203
C  0.244624  1.301516  -0.087654
N  1.591872  1.099728  -0.064049
C  1.739087  -0.207990  0.027714
N  0.555600  -0.853132  0.064192
H  -2.560801  0.549147  -0.059070
H  -0.175011  2.296736  -0.160207
H  2.688331  -0.726878  0.069531
H  0.367209  -1.842939  0.130646

Atoms 1-2, force components in eV/Å:
O 0.093 0.395 -0.024
C -0.059 -0.173 0.005

Properties
structure (SMILES)	O=Cc1cnc[nH]1
electronic energy	-339.576424	Ha
net charge	0
E_LUMO	0.009	hartree
2S+1	1
frontier orbital gap	9.762	eV
E_HOMO	-0.3493	hartree

No. 6
Below is an isolated molecule of C4H4N2O, with properties calculated with ωB97M-V with the def2-TZVPD basis set.

Atoms and positions in Å:
N  -3.454016  0.067888  0.231023
C  -2.289559  -0.045817  -0.098214
C  -0.969923  -0.023326  -0.101979
O  0.046836  -0.877946  0.076427
C  1.326294  -0.429675  0.117549
C  2.582053  -0.669402  0.132333
N  1.994270  0.797832  -0.225218
H  -4.126875  0.037929  -0.582109
H  -0.717865  1.075934  -0.344184
H  3.525961  -1.316549  0.218327
H  2.082821  1.383136  0.576048

Atoms 1-2, force components in eV/Å:
N -2.010 0.352 -1.255
C 2.223 -1.695 0.715

Properties
structure (SMILES)	N=C=COC1=CN1
electronic energy	-339.339933	Ha
net charge	0
E_LUMO	0.026	hartree
2S+1	1
frontier orbital gap	8.848	eV
E_HOMO	-0.2987	hartree

No. 7
Below is an isolated molecule of C4H4N2O, with properties calculated with ωB97M-V with the def2-TZVPD basis set.

Atoms and positions in Å:
C  0.130748  -0.419336  0.962915
C  -0.375782  0.737897  -1.194666
C  0.994365  -1.418467  1.021260
O  -0.367082  -0.321351  -2.010951
N  0.007876  0.632687  0.022941
C  -0.629027  1.015015  1.397443
N  -1.133155  1.791069  2.114629
H  -0.684662  -0.085562  -2.890915
H  -0.692801  1.708553  -1.558048
H  1.712960  -1.603604  0.229560
H  1.036560  -2.036899  1.905833

Atoms 1-2, force components in eV/Å:
C -0.621 1.895 0.367
C 0.510 -0.243 0.437

Properties
electronic energy	-339.376304	Ha
net charge	0
E_LUMO (alpha / beta)	-0.001 / -0.001	hartree
2S+1	1
frontier orbital gap (alpha / beta)	8.103 / 8.102	eV
E_HOMO (alpha / beta)	-0.2984 / -0.2984	hartree

No. 8
Below is an isolated molecule of C4H4N2O, with properties calculated with ωB97M-V with the def2-TZVPD basis set.

Atoms and positions in Å:
H  -2.089023  2.081212  0.609683
N  -1.777335  1.497780  -0.168665
C  -0.778222  0.726605  -0.013630
C  0.593380  1.228774  -0.143744
N  1.408578  1.979784  -0.524670
C  -0.770557  -0.780629  0.024622
C  0.995066  -1.121920  0.102514
O  -1.613148  -1.545093  -0.330934
H  1.909582  -0.709452  -0.317517
H  1.120716  -1.271863  1.174273
H  1.000963  -2.085198  -0.411932

Atoms 1-2, force components in eV/Å:
H 0.222 1.239 -1.320
N 0.340 -2.403 2.720

Properties
structure (SMILES)	[H]/N=C(\C#N)C(C)=O
electronic energy	-339.397629	Ha
net charge	0
E_LUMO (alpha / beta)	-0.083 / -0.083	hartree
2S+1	1
frontier orbital gap (alpha / beta)	7.455 / 7.451	eV
E_HOMO (alpha / beta)	-0.3572 / -0.3571	hartree